The following is a DFT calculation (ωB97M-V/def2-TZVPD) of a molecular structure, C11H19Cl3HfO2 in a non-equilibrium geometry.

XYZ file:
```
36
C11H19Cl3HfO2 (ωB97M-V/def2-TZVPD)
C -0.5326 0.8964 -1.7702
C -1.3951 -0.2152 -1.5583
C -0.5801 -1.3635 -1.3263
C -2.8598 -0.1681 -1.6244
C 0.7835 -0.9582 -1.4342
C 0.8090 0.4410 -1.6773
C 2.0214 1.2706 -1.8277
C -0.9583 2.2751 -2.0728
C -1.0635 -2.7186 -1.0403
C 1.9718 -1.8287 -1.3543
Hf 0.7392 0.7681 2.5027
Cl -3.4785 -1.7825 1.2818
Cl -1.1694 1.7524 1.5987
Cl 0.7544 -1.5009 2.0288
H -3.2258 0.8140 -1.3032
H -3.2900 -0.9100 -0.9279
H -3.2329 -0.3675 -2.6422
H -1.9468 -2.6482 -0.3740
H -0.2991 -3.2997 -0.5124
H -1.3571 -3.2559 -1.9572
H 1.7419 -2.7695 -0.8446
H 2.7871 -1.3367 -0.8089
H 2.3520 -2.0728 -2.3594
H 2.7885 0.9805 -1.0979
H 1.7892 2.3329 -1.6840
H 2.4638 1.1602 -2.8308
H -1.9632 2.4610 -1.6786
H -0.9764 2.4630 -3.1582
H -0.2747 3.0026 -1.6196
O 2.2856 1.5382 1.8117
H 3.1826 1.9097 1.8323
C 0.4135 0.6166 5.7451
O 0.6881 0.8709 4.3855
H 1.1325 -0.1089 6.1392
H -0.5994 0.2076 5.8415
H 0.4985 1.5442 6.3176
```

The gap between HOMO and LUMO comes out at 3.28 eV. Its energy relative to the best compared isomer or geometry (same formula, charge and spin) is 0.0 kJ/mol. Its LUMO energy is 4.2 eV. As for the net charge: -2. The value obtained for the molecular weight is 468.1 g mol⁻¹. For the total energy, the calculation gives -54689.56119 eV.